{"formula": "C33H53F16N3O4PS", "method": "wB97M-V/def2-TZVPD", "fmax_ev_per_a": 1.03, "total_charge": 1, "homo_ev": -12.025, "elements": ["C", "O", "C", "C", "C", "C", "C", "C", "C", "C", "F", "F", "F", "N", "C", "C", "C", "N", "O", "C", "C", "C", "C", "F", "F", "C", "F", "F", "C", "F", "F", "C", "F", "F", "C", "F", "F", "C", "F", "F", "F", "N", "P", "O", "O", "S", "H", "H", "H", "H", "H", "H", "H", "H", "H", "H", "H", "H", "H", "H", "H", "H", "H", "H", "H", "H", "H", "H", "H", "H", "H", "C", "C", "C", "C", "C", "C", "H", "H", "H", "H", "H", "H", "H", "H", "H", "H", "H", "H", "H", "H", "C", "C", "C", "C", "C", "C", "H", "H", "H", "H", "H", "H", "H", "H", "H", "H", "H", "H", "H", "H"], "positions_angstrom": [[-4.9315, -1.6178, 1.1643], [-4.8411, -2.5454, 2.2171], [-3.6129, -2.4735, 2.9080], [-3.5520, -1.3024, 3.8997], [-3.1966, -1.7121, 5.3434], [-1.9205, -1.1048, 5.9239], [-0.6941, -1.1430, 4.9797], [-0.3129, 0.1855, 4.4155], [-0.0084, 1.2941, 5.1120], [0.0893, 1.4744, 6.6029], [0.2862, 0.3030, 7.2058], [1.1248, 2.2744, 6.9184], [-1.0191, 2.0357, 7.1056], [0.2304, 2.3362, 4.2273], [0.5753, 3.7134, 4.6102], [2.0805, 3.9866, 4.7240], [2.5765, 4.6680, 3.4486], [3.7727, 4.2295, 2.8965], [1.9382, 5.5799, 2.9675], [0.1032, 1.8838, 2.9850], [0.2454, 2.7545, 1.7734], [-0.7137, 3.9694, 1.7529], [-1.2381, 4.3266, 0.3754], [-1.6307, 5.6178, 0.4139], [-0.2353, 4.2461, -0.5292], [-2.4781, 3.4771, -0.1055], [-3.5720, 4.2377, 0.0284], [-2.6175, 2.4074, 0.7166], [-2.5002, 3.0044, -1.6028], [-3.7694, 2.6399, -1.8758], [-2.1801, 4.0674, -2.3542], [-1.6408, 1.7685, -1.9955], [-0.3450, 1.9855, -1.7090], [-2.0663, 0.7274, -1.2316], [-1.7601, 1.3280, -3.4855], [-2.9286, 0.6840, -3.6401], [-1.7232, 2.3912, -4.2979], [-0.6220, 0.3529, -3.9126], [-0.9378, -0.1580, -5.0926], [0.5380, 0.9989, -4.0107], [-0.4971, -0.6385, -3.0227], [-0.1726, 0.5483, 3.0647], [-0.3231, -0.5736, 1.7225], [0.4188, 0.1603, 0.5176], [-1.8369, -0.3154, 1.3610], [0.3503, -2.3153, 2.0481], [-4.7963, -0.5852, 1.5095], [-5.9180, -1.7062, 0.7186], [-4.1730, -1.8193, 0.3962], [-2.7864, -2.4469, 2.1861], [-3.5297, -3.4182, 3.4458], [-2.8631, -0.5222, 3.5674], [-4.5466, -0.8565, 3.9025], [-4.0088, -1.4019, 6.0027], [-3.1496, -2.7981, 5.4373], [-2.1037, -0.1007, 6.3067], [-1.6479, -1.7102, 6.7893], [-0.8859, -1.8621, 4.1928], [0.1785, -1.5029, 5.5253], [0.0843, 3.9124, 5.5568], [0.1519, 4.4045, 3.8936], [2.6426, 3.0781, 4.9271], [2.2008, 4.6936, 5.5438], [4.2150, 3.4907, 3.4263], [3.7159, 3.9576, 1.9237], [0.1091, 2.1739, 0.8738], [1.2758, 3.1157, 1.7438], [-0.1642, 4.8660, 2.0426], [-1.5343, 3.8559, 2.4591], [1.3614, -0.0782, 0.5224], [-2.0125, -0.5317, 0.4304], [5.0101, 0.8482, 2.8735], [5.6598, 0.4750, 1.5441], [4.6887, -0.1945, 0.5752], [4.0954, -1.5134, 1.0748], [5.1133, -2.5993, 1.4157], [5.9509, -3.0422, 0.2200], [4.6333, -0.0284, 3.4024], [5.7195, 1.3488, 3.5339], [4.1666, 1.5268, 2.7034], [6.5196, -0.1717, 1.7282], [6.0545, 1.3781, 1.0728], [5.1879, -0.3543, -0.3826], [3.8666, 0.5059, 0.3679], [3.4144, -1.8997, 0.3076], [3.4742, -1.3219, 1.9574], [4.5739, -3.4628, 1.8120], [5.7713, -2.2588, 2.2198], [5.3146, -3.4264, -0.5796], [6.6432, -3.8342, 0.5037], [6.5444, -2.2223, -0.1871], [-1.1195, -3.2621, -6.2863], [-1.8094, -2.4705, -7.3940], [-2.5715, -3.3478, -8.3860], [-1.7050, -4.3419, -9.1613], [-0.5661, -3.7122, -9.9620], [-1.0422, -2.7513, -11.0473], [-0.3746, -3.9525, -6.6840], [-0.6061, -2.5943, -5.5948], [-1.8462, -3.8439, -5.7148], [-1.0724, -1.8591, -7.9218], [-2.5171, -1.7703, -6.9412], [-3.1057, -2.7033, -9.0888], [-3.3426, -3.9061, -7.8459], [-2.3499, -4.9033, -9.8440], [-1.2878, -5.0799, -8.4706], [0.0124, -4.5142, -10.4268], [0.1236, -3.1928, -9.2904], [-1.6998, -3.2602, -11.7548], [-0.1990, -2.3470, -11.6083], [-1.5903, -1.9061, -10.6280]], "forces_ev_per_a": [[0.058, 0.150, 0.034], [-0.026, 0.042, -0.103], [0.067, -0.182, -0.013], [0.001, -0.059, 0.269], [-0.215, 0.258, 0.049], [0.243, -0.312, 0.203], [-0.202, -0.141, 0.029], [0.269, -0.249, -0.216], [0.109, 0.531, 0.473], [0.019, -0.046, -0.070], [-0.048, 0.164, 0.010], [-0.065, -0.101, 0.023], [0.114, 0.008, 0.017], [0.015, -0.043, -0.248], [0.060, 0.266, 0.344], [-0.021, 0.059, -0.271], [0.230, 0.465, -0.185], [-0.482, -0.760, 0.499], [-0.148, -0.493, -0.222], [0.003, -0.130, 0.142], [-0.170, 0.192, -0.037], [0.336, 0.157, 0.259], [-0.291, 0.110, 0.050], [-0.001, -0.070, -0.090], [0.127, -0.104, -0.018], [0.057, 0.189, -0.185], [-0.036, -0.095, 0.135], [0.091, -0.099, -0.053], [-0.123, -0.054, -0.059], [0.018, 0.096, 0.028], [0.026, -0.063, 0.048], [0.097, 0.072, 0.167], [-0.038, 0.025, 0.022], [0.010, 0.012, -0.113], [-0.085, -0.145, 0.077], [0.080, 0.086, -0.034], [0.017, -0.064, 0.053], [-0.037, 0.134, -0.102], [0.078, 0.006, 0.028], [-0.094, -0.116, 0.006], [0.012, 0.077, -0.054], [-0.388, 0.277, -0.104], [0.178, -0.706, -0.560], [0.242, 0.120, 0.436], [0.460, 0.170, -0.031], [-0.091, 0.246, 0.052], [-0.030, 0.007, 0.039], [-0.020, -0.054, -0.010], [-0.005, -0.078, -0.060], [-0.032, -0.006, 0.057], [-0.040, 0.000, 0.033], [-0.095, 0.012, -0.108], [-0.007, 0.078, -0.051], [-0.025, -0.117, 0.041], [0.073, -0.031, -0.132], [-0.033, 0.029, -0.146], [-0.058, 0.159, 0.135], [0.064, 0.035, -0.053], [-0.008, -0.088, -0.049], [-0.052, -0.092, 0.010], [-0.047, -0.030, -0.022], [-0.023, -0.013, 0.238], [0.215, -0.055, 0.061], [0.038, 0.023, -0.048], [0.241, 0.702, -0.203], [-0.012, -0.145, 0.027], [-0.016, 0.002, -0.031], [0.003, 0.014, -0.011], [-0.182, -0.038, -0.153], [-0.029, -0.122, -0.283], [-0.254, 0.010, 0.041], [0.059, -0.026, -0.014], [-0.080, 0.107, 0.027], [0.027, -0.069, -0.007], [-0.136, 0.075, 0.017], [0.023, -0.043, -0.077], [0.001, 0.022, 0.060], [-0.001, 0.011, 0.013], [0.011, 0.016, 0.017], [-0.061, -0.103, -0.003], [-0.007, -0.023, -0.021], [0.047, -0.005, 0.005], [-0.006, 0.005, -0.002], [0.006, 0.035, -0.028], [0.002, -0.035, -0.005], [-0.004, -0.025, 0.001], [0.004, 0.008, 0.025], [-0.016, 0.013, 0.016], [0.002, 0.017, -0.017], [-0.002, -0.010, -0.011], [0.004, 0.001, -0.009], [0.011, 0.050, -0.047], [-0.037, -0.045, 0.077], [-0.001, 0.010, -0.036], [0.014, -0.008, 0.031], [-0.037, -0.004, -0.065], [0.059, -0.003, 0.045], [-0.013, -0.016, -0.011], [0.016, -0.032, 0.034], [0.007, -0.032, -0.014], [-0.005, 0.002, -0.016], [0.016, 0.027, -0.009], [-0.001, -0.007, -0.006], [0.000, 0.006, 0.012], [0.004, 0.000, -0.012], [-0.008, 0.000, 0.005], [0.023, 0.004, 0.010], [0.002, -0.012, 0.017], [-0.027, 0.011, 0.007], [-0.005, -0.002, -0.017], [-0.011, 0.001, -0.004]], "lowdin_charge": [-0.110, -0.171, -0.227, -0.152, -0.176, -0.170, -0.135, -0.126, -0.020, -0.551, 0.184, 0.158, 0.171, 0.091, -0.067, -0.050, -0.515, 0.168, 0.080, -0.143, -0.037, -0.046, -0.424, 0.141, 0.131, -0.321, 0.173, 0.129, -0.335, 0.173, 0.180, -0.316, 0.156, 0.123, -0.348, 0.175, 0.186, -0.548, 0.198, 0.192, 0.180, 0.026, 0.204, -0.179, -0.161, 0.486, 0.085, 0.096, 0.083, 0.083, 0.124, 0.082, 0.122, 0.116, 0.113, 0.103, 0.119, 0.038, 0.131, 0.136, 0.104, 0.116, 0.141, 0.065, 0.108, 0.088, 0.128, 0.113, 0.147, 0.081, 0.084, -0.111, -0.251, -0.225, -0.253, -0.260, -0.100, 0.071, 0.079, 0.039, 0.107, 0.109, 0.109, 0.094, 0.104, 0.074, 0.108, 0.102, 0.079, 0.075, 0.068, -0.107, -0.273, -0.227, -0.229, -0.271, -0.111, 0.068, 0.045, 0.078, 0.099, 0.099, 0.102, 0.110, 0.110, 0.100, 0.105, 0.096, 0.076, 0.069, 0.064]}

---

{"formula": "C33H55BClO13", "method": "wB97M-V/def2-TZVPD", "fmax_ev_per_a": 1.87, "total_charge": -1, "homo_ev": -4.819, "elements": ["C", "C", "C", "O", "B", "C", "C", "C", "Cl", "O", "C", "O", "C", "C", "C", "C", "C", "C", "H", "H", "H", "H", "H", "H", "H", "H", "H", "H", "H", "H", "H", "H", "H", "H", "H", "H", "H", "H", "H", "H", "H", "H", "H", "O", "C", "O", "C", "C", "C", "H", "H", "H", "H", "H", "H", "O", "C", "O", "C", "C", "C", "H", "H", "H", "H", "H", "H", "O", "C", "O", "C", "C", "C", "H", "H", "H", "H", "H", "H", "O", "C", "O", "C", "C", "C", "H", "H", "H", "H", "H", "H", "O", "C", "O", "C", "C", "C", "H", "H", "H", "H", "H", "H"], "positions_angstrom": [[0.8269, -5.7528, -0.9725], [1.5796, -4.6200, -1.1120], [1.1461, -3.2202, -0.6828], [2.1140, -2.3771, -1.2558], [1.2763, -1.3515, -1.9454], [1.9528, -0.4907, -3.1466], [2.8748, 0.6471, -2.6838], [2.1857, 1.7304, -1.8747], [1.4286, 3.0197, -2.9011], [0.2283, -2.2539, -2.5545], [-0.2166, -2.9231, -1.4269], [-1.1122, -2.1376, -0.6467], [-2.1620, -1.6312, -1.4303], [-3.3617, -1.1776, -0.5722], [-3.4140, -1.8230, 0.8250], [-4.6394, -1.4054, -1.4076], [-5.0527, -2.8813, -1.4669], [-5.7911, -0.4757, -1.0183], [0.5386, -6.3439, -1.8372], [0.5217, -6.0918, 0.0159], [2.5780, -4.6806, -1.5339], [1.0145, -3.1271, 0.4075], [0.8013, -0.6246, -1.0763], [2.5907, -1.1865, -3.7123], [1.1898, -0.1470, -3.8494], [3.3047, 1.1301, -3.5689], [3.7041, 0.2228, -2.1148], [1.4415, 1.3671, -1.1791], [2.9649, 2.2376, -1.3013], [-0.7781, -3.8145, -1.7356], [-1.7871, -0.7518, -1.9652], [-2.4778, -2.3220, -2.2223], [-3.2728, -0.0987, -0.4367], [-4.4049, -2.2297, 1.0424], [-2.7036, -2.6339, 0.9557], [-3.2666, -1.0423, 1.5691], [-4.3694, -1.1308, -2.4335], [-6.1156, -2.9623, -1.6976], [-4.8619, -3.4222, -0.5444], [-4.4984, -3.3851, -2.2587], [-6.5338, -0.5198, -1.8188], [-6.2986, -0.7751, -0.1012], [-5.4221, 0.5491, -0.9880], [1.7885, 1.8268, 1.3334], [2.9381, 1.6385, 1.6030], [3.9699, 1.9798, 0.7838], [5.2064, 1.5148, 1.3586], [4.9281, 1.3553, 2.8456], [3.4553, 0.9621, 2.8504], [5.4736, 0.5691, 0.8822], [5.9875, 2.2457, 1.1561], [5.5813, 0.6321, 3.3304], [5.0545, 2.3146, 3.3524], [3.3198, -0.1154, 2.7491], [2.9383, 1.3266, 3.7285], [2.6691, 0.1895, 6.1007], [1.6172, 0.7606, 6.1184], [0.9168, 1.0492, 4.9963], [-0.2411, 1.8346, 5.3274], [-0.5125, 1.5464, 6.7965], [0.8937, 1.3020, 7.3348], [-0.0087, 2.8859, 5.1444], [-1.0660, 1.5401, 4.6837], [-1.0491, 2.3490, 7.2993], [-1.1054, 0.6351, 6.8914], [1.3802, 2.2277, 7.6460], [0.9105, 0.5791, 8.1455], [-1.8142, 4.5334, -9.0138], [-0.9866, 4.1782, -8.2236], [-0.8310, 4.7561, -7.0112], [0.3102, 4.1880, -6.3355], [0.5213, 2.8297, -6.9834], [0.0473, 3.0858, -8.4118], [1.1640, 4.8544, -6.4785], [0.0999, 4.1062, -5.2730], [1.5466, 2.4744, -6.9099], [-0.1232, 2.0896, -6.5079], [0.8475, 3.4698, -9.0470], [-0.4013, 2.2064, -8.8651], [3.4494, 6.4390, 4.9715], [3.2654, 6.1213, 3.8309], [3.3792, 4.8470, 3.3947], [3.2041, 4.7960, 1.9612], [2.4273, 6.0537, 1.6118], [2.9221, 7.0359, 2.6711], [4.1902, 4.7749, 1.4914], [2.6673, 3.8944, 1.6929], [2.5857, 6.3838, 0.5873], [1.3590, 5.8767, 1.7453], [3.8286, 7.5563, 2.3575], [2.1599, 7.7537, 2.9616], [-6.0190, -5.6294, 0.3340], [-4.9795, -5.8952, 0.8619], [-4.5877, -5.3426, 2.0362], [-3.2481, -5.7604, 2.3542], [-3.0368, -7.0512, 1.5767], [-3.8966, -6.8165, 0.3386], [-2.5580, -4.9721, 2.0460], [-3.1642, -5.9000, 3.4299], [-1.9897, -7.2541, 1.3595], [-3.4326, -7.8959, 2.1444], [-3.3461, -6.2958, -0.4471], [-4.3284, -7.7341, -0.0509]], "forces_ev_per_a": [[0.512, 0.285, 0.091], [-0.526, -0.650, 0.902], [0.822, -1.168, 0.426], [-0.273, 0.384, 0.654], [0.072, 0.549, -0.856], [0.796, -0.688, 0.449], [-0.881, -0.093, -0.935], [1.162, 0.140, 0.456], [-0.097, -0.134, -0.046], [-0.760, 0.230, 0.693], [0.376, 0.425, -1.070], [0.091, -0.605, 0.376], [0.205, 0.777, 0.011], [-0.021, -0.463, -0.100], [-0.692, 0.292, -0.001], [0.168, -0.011, 0.029], [0.033, 0.193, -0.261], [0.077, -0.375, -0.545], [1.344, -1.031, 0.224], [-1.622, 0.843, -0.167], [-0.621, 0.539, -1.680], [-0.015, 0.273, -0.004], [-0.167, 0.152, -0.032], [-0.106, -0.016, -0.139], [-0.101, 0.195, 0.110], [0.274, 0.082, 0.123], [-0.042, 0.086, 0.263], [-0.213, -0.059, -0.182], [-0.409, 0.238, -0.099], [0.217, -0.208, 0.153], [-0.042, -0.026, -0.142], [0.081, -0.372, 0.239], [0.075, 0.037, 0.039], [-0.055, 0.011, -0.055], [0.209, 0.154, -0.006], [0.369, -0.184, 0.209], [-0.007, 0.156, -0.021], [-0.019, -0.137, 0.000], [-0.132, 0.058, 0.090], [-0.027, -0.129, 0.002], [-0.145, 0.034, 0.073], [0.173, 0.167, 0.202], [-0.136, 0.084, 0.328], [0.107, 0.455, -0.244], [-0.408, -0.912, 0.245], [0.034, 0.010, 0.251], [0.242, -0.038, 0.034], [0.008, -0.048, 0.121], [0.643, 0.350, -0.004], [-0.052, 0.002, -0.018], [-0.100, 0.053, -0.158], [0.014, -0.028, -0.079], [0.002, -0.002, -0.014], [-0.153, 0.020, 0.025], [-0.228, -0.185, -0.060], [-0.066, -0.064, -0.159], [0.282, 0.114, 0.170], [-0.014, -0.067, 0.192], [-0.230, 0.099, -0.051], [0.001, 0.021, 0.159], [-0.500, -0.094, -0.120], [0.039, -0.012, 0.012], [0.141, -0.063, -0.140], [0.026, 0.044, -0.062], [-0.009, 0.014, -0.030], [0.079, -0.051, 0.030], [0.245, 0.058, 0.045], [-0.082, 0.070, 0.148], [0.071, 0.059, -0.333], [-0.001, -0.051, -0.039], [0.143, -0.136, 0.203], [0.047, -0.107, -0.140], [0.003, -0.206, 0.505], [-0.027, 0.013, -0.034], [-0.129, 0.144, -0.016], [0.009, 0.059, 0.049], [0.032, 0.014, 0.046], [-0.060, -0.010, -0.084], [0.002, 0.118, -0.229], [-0.064, -0.178, 0.038], [0.224, 0.259, 0.089], [-0.052, 0.047, 0.004], [-0.081, 0.045, -0.276], [-0.001, 0.208, 0.021], [-0.358, -0.324, -0.270], [0.018, 0.020, 0.055], [-0.003, 0.112, 0.159], [0.051, -0.061, -0.003], [0.012, -0.041, -0.027], [-0.005, 0.059, 0.080], [0.186, 0.143, 0.133], [-0.128, -0.039, 0.236], [0.026, 0.132, -0.404], [-0.047, -0.093, 0.024], [0.224, -0.011, 0.047], [0.069, -0.106, -0.102], [0.172, -0.188, 0.441], [-0.019, -0.007, -0.044], [-0.152, 0.106, 0.018], [0.010, 0.099, -0.004], [0.003, 0.021, 0.022], [-0.068, 0.001, -0.052], [-0.070, 0.120, -0.209]], "lowdin_charge": [-0.041, -0.081, -0.266, -0.025, -0.702, -0.123, -0.292, -0.577, 0.506, 0.010, -0.351, -0.102, -0.179, -0.293, -0.047, -0.407, -0.061, -0.077, 0.038, 0.031, 0.106, 0.152, 0.121, 0.094, 0.088, 0.084, 0.106, 0.040, 0.042, 0.141, 0.133, 0.120, 0.125, 0.065, 0.063, 0.072, 0.129, 0.078, 0.047, 0.075, 0.070, 0.076, 0.072, 0.126, -0.495, -0.012, -0.145, -0.143, -0.058, 0.129, 0.121, 0.116, 0.112, 0.146, 0.096, 0.119, -0.488, 0.018, -0.144, -0.157, -0.076, 0.129, 0.129, 0.114, 0.117, 0.132, 0.123, 0.107, -0.496, 0.025, -0.160, -0.154, -0.080, 0.126, 0.087, 0.117, 0.123, 0.127, 0.123, 0.109, -0.494, 0.027, -0.141, -0.141, -0.078, 0.133, 0.096, 0.119, 0.122, 0.129, 0.122, 0.112, -0.498, 0.020, -0.152, -0.154, -0.070, 0.121, 0.122, 0.111, 0.114, 0.133, 0.122]}